(1)
The following is a DFT calculation (ωB97M-V/def2-TZVPD) of 23 unconnected molecules or ions with the total composition H46O23 at a distorted geometry.

```
69
Properties=species:S:1:pos:R:3:forces:R:3:lowdin_charge:R:1
O 6.3243 12.2137 8.9304 0.40 0.28 0.30 -0.0417
H 6.8265 13.0375 8.9729 0.63 0.66 1.06 0.0106
H 6.2005 12.3049 8.0006 -0.80 -0.75 -1.53 0.0355
O 11.2709 13.0623 4.8785 0.26 -0.09 -0.48 -0.0763
H 11.2019 12.6617 3.9894 -0.18 0.28 0.88 0.0543
H 10.4786 12.8201 5.3875 0.17 -0.41 -0.38 -0.0048
O 11.2751 12.2394 13.1434 1.92 -0.10 -0.60 -0.0642
H 12.0087 11.7115 12.7120 -0.90 1.21 0.78 0.0562
H 10.5031 11.7431 12.9487 -1.31 -1.21 0.01 -0.0222
O 15.3968 13.4062 8.1427 0.31 0.39 0.15 -0.0544
H 15.1775 14.1668 7.5964 0.07 0.10 0.09 0.0583
H 14.9118 12.6852 7.7187 -0.49 -0.39 -0.04 0.0084
O 15.1749 13.1404 10.9185 -1.21 0.09 -1.56 -0.0726
H 15.3266 13.4796 9.9865 0.25 -0.55 0.94 0.0498
H 15.9837 13.0530 11.3928 1.34 0.22 0.37 0.0098
O 15.2845 14.7619 15.8923 2.24 -0.24 -0.22 -0.0389
H 15.0073 15.4738 15.3322 -0.67 0.35 -0.28 0.0190
H 14.5442 14.4376 16.3617 -1.44 -0.23 0.38 0.0027
O 13.4163 11.6695 7.1360 -1.08 -0.81 1.63 -0.0958
H 12.7482 11.3332 7.8539 1.28 0.98 -2.13 0.0528
H 12.8977 12.0296 6.4027 -0.24 -0.05 0.15 0.0243
O 10.7981 14.4973 8.3688 1.52 0.64 -0.37 -0.0782
H 11.3887 14.3472 9.1608 -0.45 -0.07 -0.73 0.0453
H 11.2990 15.1133 7.7807 -0.69 -0.79 0.71 0.0909
O 11.7632 7.9693 12.6892 0.43 0.32 0.78 -0.0690
H 11.1725 7.2182 12.6540 -0.20 -0.23 -0.20 0.0027
H 12.3328 7.8584 11.9208 -0.08 0.18 -0.25 0.0017
O 9.8815 6.2869 11.5063 -1.10 0.04 0.29 -0.0635
H 9.4704 6.3498 10.6305 0.21 0.00 0.32 0.0568
H 9.1640 6.5559 12.1228 0.61 -0.21 -0.63 0.0708
O 15.2742 10.0621 11.1954 -1.61 2.31 -1.34 -0.0535
H 16.1789 10.0190 11.4201 1.66 -0.42 0.50 0.0236
H 15.2152 11.0113 10.8179 -0.21 -1.81 0.79 0.0758
O 9.3717 11.9497 6.7447 0.10 -0.79 0.04 -0.0385
H 9.7590 11.3070 7.3710 -0.22 0.41 -0.54 0.0384
H 9.5571 12.7902 7.1552 0.05 0.61 0.56 0.0105
O 16.9183 12.4710 13.4323 0.79 -1.12 -0.14 -0.0531
H 17.2789 11.7567 14.0073 -0.51 0.96 -0.57 0.0774
H 16.3260 12.9842 13.9751 -0.34 0.36 0.73 0.0185
O 12.4995 14.7291 14.8288 -0.19 1.64 -0.98 -0.0768
H 12.4577 13.8033 14.6039 -0.08 -0.59 -0.51 -0.0099
H 12.3675 15.2331 13.9761 0.17 -1.03 1.41 0.0665
O 8.7612 10.9881 9.6382 0.47 -0.87 -0.68 -0.0588
H 7.9819 11.2014 9.0945 -0.09 0.10 0.25 0.0313
H 8.6996 11.5571 10.4025 -0.12 0.74 0.54 0.0094
O 8.2705 14.5457 9.0705 -1.55 -0.18 1.02 -0.0884
H 9.1278 14.4166 8.6538 0.50 0.22 0.39 -0.0354
H 8.3796 14.4303 10.0476 0.40 0.00 -1.38 0.0324
O 11.4000 18.0527 13.9959 -1.01 -0.21 1.35 -0.0880
H 11.6821 18.5297 14.8020 0.06 -0.25 -0.69 0.0431
H 10.5760 17.6177 14.3325 0.99 0.39 -0.66 0.0557
O 12.3131 13.2024 10.1950 0.36 0.32 0.05 -0.0466
H 13.2543 13.1059 10.3960 -0.03 0.34 0.42 0.0194
H 12.1742 12.5111 9.5377 -0.35 -0.35 0.04 -0.0031
O 12.9281 8.6077 10.3101 0.31 0.35 0.04 -0.0393
H 13.7735 8.9691 10.6344 0.00 0.36 0.15 0.0290
H 13.2244 8.0018 9.6377 -0.02 -0.50 -0.54 0.0654
O 9.5845 9.7056 12.4057 -0.31 0.56 -0.53 -0.0669
H 10.4644 9.4051 12.6722 0.17 -0.47 -0.20 -0.0010
H 9.5742 9.6768 11.4298 0.00 -0.06 0.62 0.0249
O 13.9723 12.0237 13.4072 -0.27 -0.97 0.59 -0.0596
H 14.7129 12.2199 12.8229 -0.10 -0.40 0.05 -0.0179
H 14.0624 11.0919 13.7221 0.21 1.16 -0.56 0.0817
O 11.4775 10.9335 9.0214 0.50 -0.86 -0.19 -0.0690
H 10.5263 10.9564 9.2040 -0.64 0.10 0.23 0.0145
H 11.7971 10.0763 9.3642 0.01 0.25 0.10 0.0534
O 9.0920 13.2065 11.4149 -2.77 0.44 0.81 -0.0442
H 8.5324 13.3389 12.2325 1.15 -0.31 -1.25 0.1163
H 9.9612 12.9983 11.7033 1.74 -0.01 0.69 -0.0054
```
Positions in Å, forces in eV/Å.

ΔE to the lowest compared entry with this formula, charge and spin ... 141.1 kJ/mol
LUMO ... 0.0 eV
Gap between HOMO and LUMO ... 10.62 eV
HOMO ... -10.66 eV

***

(2)
The following is a DFT calculation (ωB97M-V/def2-TZVPD) of 2 unconnected molecules or ions with the total composition H4I2Si2 at a distorted geometry.

```
8
Properties=species:S:1:pos:R:3:forces:R:3:lowdin_charge:R:1
Si 1.2453 0.2971 0.9026 1.37 -1.64 1.14 0.1435
Si -4.9453 -1.4724 1.1438 0.16 0.54 0.16 0.1547
I 0.0424 -1.5551 -0.2590 0.46 0.60 0.39 0.2328
I -3.8023 0.1353 -0.3464 -0.07 -0.12 -0.09 0.1145
H 2.3006 -0.2386 1.9600 -1.38 0.24 -0.90 -0.0861
H 2.1307 1.0106 0.0367 0.23 0.43 -0.93 -0.1518
H 0.3202 1.1985 1.5224 -0.65 0.35 0.31 -0.1417
H -4.8971 -0.4032 2.2466 -0.13 -0.40 -0.06 -0.2659
```
Positions in Å, forces in eV/Å.

ΔE to the lowest compared entry with this formula, charge and spin ... 172.6 kJ/mol
LUMO ... -1.3 eV
Gap between HOMO and LUMO ... 7.60 eV
HOMO ... -8.87 eV

***

(3)
The following is a DFT calculation (ωB97M-V/def2-TZVPD) of 3 unconnected molecules or ions with the total composition H4IO2 at a distorted geometry.

```
7
Properties=species:S:1:pos:R:3:forces:R:3:lowdin_charge:R:1
I 0.8659 1.5685 -1.5129 0.10 0.09 -0.09 -0.4183
O -1.1701 -1.2750 -1.0975 -1.05 -0.45 -0.06 -0.1288
H -0.4218 -1.8137 -0.8858 0.65 -0.46 0.28 0.0017
H -0.7664 -0.4851 -1.4535 0.32 0.85 -0.19 -0.1611
O 0.2998 0.3781 1.8043 -1.43 -1.98 -0.23 -0.1051
H 0.8005 0.9989 2.2592 1.41 1.75 1.23 -0.0274
H 0.3922 0.6283 0.8862 0.01 0.20 -0.94 -0.1610
```
Positions in Å, forces in eV/Å.

ΔE to the lowest compared entry with this formula, charge and spin ... 11.4 kJ/mol
LUMO ... 3.8 eV
Charge ... -1
Gap between HOMO and LUMO ... 7.83 eV
HOMO ... -4.01 eV

***

(4)
The following is a DFT calculation (ωB97M-V/def2-TZVPD) of 2 unconnected molecules or ions with the total composition H4N2 at a distorted geometry.

```
6
Properties=species:S:1:pos:R:3:forces:R:3:lowdin_charge:R:1
N -1.1109 0.0474 0.1068 2.33 2.98 -1.97 0.0330
N 1.1088 0.1329 -0.1003 -1.27 -1.13 0.15 0.0136
H -0.9190 0.4835 -0.8689 -0.64 -0.43 2.01 0.0207
H -1.4704 -0.8164 -0.1880 -0.37 -2.25 -0.33 -0.0611
H 0.9990 0.6892 0.7671 0.40 -0.97 -0.26 -0.0155
H 1.3613 -0.8865 0.0841 -0.45 1.79 0.40 0.0093
```
Positions in Å, forces in eV/Å.

ΔE to the lowest compared entry with this formula, charge and spin ... 279.1 kJ/mol
LUMO (alpha / beta) ... -0.2 / -0.3 eV
Gap between HOMO and LUMO (alpha / beta) ... 10.30 / 10.24 eV
HOMO (alpha / beta) ... -10.54 / -10.55 eV